18
Properties=species:S:1:pos:R:3:forces:R:3 method="wB97M-V/def2-TZVPD" mol_weight_g_mol=105.137 e_homo_ev=-8.55 multiplicity=1 smiles="CCNC.O=CO" e_above_lowest_kj_mol=280.32
O -1.990181 -1.439457 1.689374 0.2 0.5 -0.8
O -2.148530 0.815478 1.514370 0.6 -1.1 -0.7
N -0.447502 0.102846 -0.471291 2.9 -0.2 2.2
C -0.267186 -1.175114 -1.129113 -0.1 -0.1 -0.5
C 1.972373 1.096039 -0.833433 0.4 -0.1 -0.1
C 0.971040 0.832802 0.254290 -3.6 -0.4 -2.4
C -1.439560 -0.193401 1.464014 -0.1 1.4 3.3
H 0.750214 -1.565739 -1.055153 0.1 0.5 -0.1
H 1.507518 1.468328 -1.748085 0.0 0.1 0.2
H -2.936729 -1.261073 1.835189 0.2 -0.1 -0.3
H -0.390765 -0.169838 1.903370 -1.1 -0.4 -0.9
H -0.865275 -1.982521 -0.698347 -0.3 0.2 0.2
H 2.527318 0.186030 -1.079649 -0.1 0.1 -0.1
H 0.514428 1.740329 0.646093 0.2 -0.1 0.1
H -0.548583 -1.099891 -2.184118 0.2 -0.2 -0.1
H 2.706539 1.827868 -0.471088 -0.1 -0.1 -0.1
H -1.310793 0.599432 -0.685724 1.0 0.4 0.1
H 1.395676 0.217885 1.049302 -0.6 -0.3 -0.1